[1]
Computed, not measured: C16H54F3O15PtS as an isolated structure in a non-equilibrium geometry, with ωB97M-V with the def2-TZVPD basis set.

Last column: Löwdin spin population.
Atoms and positions in Å:
Pt: -5.136721 -0.914432 0.228689  1.68
C: -0.623210 0.443295 -0.123022  0.01
F: -0.025458 1.505301 0.321514  0.00
F: -1.463782 0.726480 -1.142776  0.00
F: 0.235410 -0.448708 -0.579781  0.00
S: -1.682689 -0.423115 1.223876  0.01
O: -1.048690 -1.679677 1.611051  0.01
O: -1.878820 0.541087 2.303241  0.00
O: -2.971434 -0.668944 0.578140  0.10
O: -0.796909 -4.303348 2.299908  0.00
H: -0.636249 -3.345367 2.228976  0.00
H: -0.950879 -4.632396 1.380870  0.00
O: -4.689338 1.115004 -0.638663  0.05
H: -4.601159 1.167728 -1.598825  0.00
H: -4.435644 1.991943 -0.307772  0.00
O: -4.763182 -1.845124 2.183546  0.07
H: -5.317074 -1.866702 2.978314  0.00
H: -4.103261 -2.623204 2.289850  0.00
O: -2.908406 0.007449 4.715276  0.00
H: -2.935581 -0.934399 4.908897  0.00
H: -2.586893 0.070331 3.784687  0.00
O: -3.043585 -3.698046 2.819613  0.00
H: -2.220639 -3.910213 2.322038  0.00
H: -2.813408 -3.870378 3.739571  0.00
O: -3.013210 2.974334 3.032794  0.00
H: -2.500935 2.970730 3.848053  0.00
H: -2.694506 2.201983 2.541837  0.00
O: -4.176785 -1.523191 -1.708813  0.06
H: -3.885885 -0.971391 -2.450395  0.00
H: -4.362124 -2.392892 -2.097263  0.00
C: -0.103478 3.099136 -3.156710  0.00
C: 0.988667 3.239418 -2.108395  0.00
C: 2.320254 3.935679 -2.467182  0.00
O: 0.460513 3.971241 -1.012140  0.00
H: 0.258609 2.771345 -4.133432  0.00
H: -0.539464 4.085068 -3.350252  0.00
H: -0.926218 2.471347 -2.825179  0.00
H: 1.346238 2.245347 -1.813481  0.00
H: 2.760895 3.441913 -3.338999  0.00
H: 3.032572 3.935189 -1.650097  0.00
H: 2.050570 4.937265 -2.819106  0.00
H: 0.488898 4.903765 -1.248882  0.00
C: 1.704013 -2.060900 4.115514  0.00
C: 2.389593 -1.299777 2.974395  0.00
C: 1.871407 0.099522 2.825409  0.00
O: 3.815803 -1.257058 3.147950  0.00
H: 2.186536 -3.031694 4.210575  0.00
H: 0.645781 -2.182869 3.890236  0.00
H: 1.875968 -1.468708 5.016346  0.00
H: 2.386726 -1.916986 2.068012  0.00
H: 2.426200 0.700537 2.093256  0.00
H: 2.075878 0.655187 3.745251  0.00
H: 0.861759 0.208210 2.432520  0.00
H: 4.014737 -0.564516 3.792933  0.00
C: 1.623929 3.636539 2.684806  0.00
C: 2.889476 3.893426 1.902395  0.00
C: 2.921926 5.244604 1.199637  0.00
O: 4.060886 3.774543 2.703218  0.00
H: 0.752206 3.815652 2.049601  0.00
H: 1.589348 4.263833 3.576795  0.00
H: 1.433030 2.608841 2.988101  0.00
H: 2.925844 3.151622 1.091922  0.00
H: 3.065521 6.018684 1.964565  0.00
H: 1.981834 5.584040 0.756827  0.00
H: 3.680513 5.391011 0.430275  0.00
H: 4.719514 4.402121 2.398157  0.00
C: 2.451037 -0.597650 -5.801346  0.00
C: 1.043826 -0.736868 -5.204765  0.00
C: 1.109479 -0.779528 -3.688250  0.00
O: 0.232080 0.369375 -5.628835  0.00
H: 2.888304 0.387643 -5.587942  0.00
H: 2.351620 -0.609837 -6.889085  0.00
H: 3.268658 -1.241944 -5.480163  0.00
H: 0.550098 -1.602098 -5.650814  0.00
H: 1.631569 0.112103 -3.352281  0.00
H: 1.567136 -1.746306 -3.462365  0.00
H: 0.095386 -0.875594 -3.296563  0.00
H: 0.813494 1.051817 -5.979884  0.00
C: -1.413053 -3.803235 -1.992691  0.00
C: -0.492297 -4.764700 -1.264661  0.00
C: 0.737586 -4.044386 -0.749188  0.00
O: -1.202632 -5.358663 -0.167614  0.00
H: -1.034174 -3.512231 -2.972745  0.00
H: -1.718356 -2.922974 -1.425340  0.00
H: -2.351945 -4.332202 -2.208193  0.00
H: -0.126898 -5.578301 -1.895682  0.00
H: 1.446422 -4.766987 -0.342303  0.00
H: 0.555299 -3.409744 0.120523  0.00
H: 1.098439 -3.362788 -1.517865  0.00
H: -1.506513 -6.241618 -0.390222  0.00

Atoms 1-2, force components in eV/Å:
Pt 2.5 0.5 1.2
C -1.1 -1.3 0.0

2S+1: 3
LUMO (spin up / spin down): -5.54 / -7.01 eV
E_tot: -70403.3834 eV
Expectation value of S²: 2.003
Orbital gap (spin up / spin down): 5.91 / 4.44 eV
Maximum force: 2.84 eV/A
Charge: +1

=====

[2]
Computed, not measured: a 22-piece molecular cluster, C16H55Br2N3O21 overall in a non-equilibrium geometry, with ωB97M-V with the def2-TZVPD basis set.

Last column: Löwdin charge in e.
Atoms and positions in Å:
C: -5.624095 -3.626111 -2.915187  -0.16
C: -4.864958 -2.262276 -3.060242  -0.28
C: -4.860996 -1.374304 -1.776106  -0.52
Br: -5.053372 -2.545511 -0.161432  0.74
C: -3.518743 -0.619711 -1.552361  -0.29
C: -2.637576 -0.362250 -2.664051  -0.06
N: -1.457947 0.236528 -2.596520  0.16
C: -1.176013 0.581345 -1.307470  -0.16
C: 0.135343 1.213606 -1.030679  -0.07
C: 1.192389 1.445527 -2.123451  -0.23
C: 1.975655 2.612221 -2.051871  -0.01
C: 2.970115 2.783864 -3.043404  -0.03
C: 3.132459 1.781459 -4.016078  -0.07
C: 2.258907 0.691256 -3.951610  -0.16
N: 1.298866 0.475276 -3.041389  0.11
C: 0.478984 1.615625 0.238942  -0.06
C: -0.453389 1.432699 1.335738  -0.59
Br: 0.041106 2.055954 3.077229  0.89
C: -1.643770 0.820764 1.093964  -0.05
C: -2.035006 0.379650 -0.210988  -0.19
N: -3.245637 -0.235705 -0.325033  0.14
H: -6.587868 -3.515319 -2.400066  0.06
H: -4.960832 -4.355012 -2.420858  0.05
H: -5.801947 -4.042824 -3.925054  0.08
H: -3.862088 -2.506927 -3.436692  0.10
H: -5.450272 -1.707759 -3.820870  0.12
H: -5.697168 -0.666906 -1.706536  0.10
H: -2.968137 -0.691314 -3.658490  0.12
H: 1.861029 3.375058 -1.280885  0.09
H: 3.611297 3.668841 -3.020260  0.10
H: 3.910767 1.875768 -4.774081  0.11
H: 2.375543 -0.072739 -4.734475  0.12
H: 1.439249 2.099986 0.428473  0.11
H: -2.332147 0.654354 1.927458  0.11
O: -0.734812 -0.083319 5.801082  -0.07
H: -1.699154 -0.108038 5.713946  0.05
H: -0.435480 0.314793 4.970107  -0.03
O: 2.429507 -2.738053 -3.177785  -0.05
H: 2.129827 -1.820029 -3.136395  0.00
H: 2.990576 -2.840499 -2.400857  0.04
O: -2.194514 -4.379366 -1.561762  -0.06
H: -1.435534 -4.160506 -1.010662  0.05
H: -2.892789 -3.789607 -1.253676  -0.04
O: 4.064890 4.450594 -0.646271  -0.05
H: 4.064067 5.347169 -0.289047  0.05
H: 4.586014 3.949411 -0.007621  0.07
O: -2.068973 3.920029 -1.384134  -0.04
H: -2.524173 3.571433 -2.158383  0.03
H: -1.480137 3.199200 -1.138549  0.00
O: 1.130430 2.595329 6.564087  -0.05
H: 1.496764 2.543299 5.674246  0.01
H: 0.653827 1.763532 6.669997  0.00
O: 0.266717 -2.703417 5.140598  -0.06
H: 0.834626 -2.966518 5.874222  0.03
H: -0.110128 -1.855846 5.431740  0.00
O: 2.700227 2.733620 -6.739379  -0.06
H: 2.003199 2.435138 -7.335079  0.05
H: 2.220130 3.101397 -5.991189  0.02
O: -2.694052 1.763248 -5.308995  -0.04
H: -3.644748 1.849579 -5.185442  0.06
H: -2.370192 1.407679 -4.472613  0.00
O: 4.959930 -0.757522 -3.849993  -0.05
H: 4.415903 -1.505811 -3.584587  0.00
H: 5.317485 -1.021572 -4.704625  0.05
O: 2.049125 5.280451 1.362700  -0.06
H: 1.495602 4.529788 1.613366  0.00
H: 2.416969 5.018306 0.510782  -0.01
O: 0.023203 2.171234 -6.095584  -0.05
H: -0.934012 2.259177 -5.984910  0.01
H: 0.325019 1.816245 -5.250707  0.02
O: -2.142694 -5.620363 -4.614049  -0.06
H: -2.282264 -6.551195 -4.415068  0.03
H: -2.268063 -5.177437 -3.766744  -0.01
O: -3.609911 -0.824464 4.504408  -0.05
H: -4.161273 -1.575861 4.747256  0.05
H: -3.241879 -1.072448 3.648534  0.04
O: 5.369824 2.828502 -8.196593  -0.07
H: 4.477176 2.829102 -7.824160  -0.01
H: 5.860570 3.430853 -7.630120  0.03
O: 4.425683 2.127698 6.628893  -0.06
H: 3.469800 2.207592 6.732978  0.00
H: 4.723583 1.769945 7.470273  0.03
O: -0.587252 4.853732 2.103136  -0.12
H: -0.154224 5.706897 1.968726  0.04
H: -1.091775 4.974204 2.914777  0.04
O: 2.408876 -4.742073 3.735579  -0.06
H: 3.161264 -4.527596 4.295996  0.03
H: 1.707458 -4.157516 4.045329  0.00
O: -0.740582 -4.567214 7.537072  -0.05
H: -1.698491 -4.596497 7.453545  0.04
H: -0.443832 -4.170093 6.709053  0.00
O: 2.000115 -0.497685 7.085578  -0.05
H: 1.043978 -0.415347 7.191165  0.01
H: 2.299081 -0.864983 7.924430  0.05
O: 0.866639 -6.193621 10.069518  -0.06
H: 0.703793 -5.638024 9.296826  0.00
H: 0.099314 -6.041765 10.629376  0.03

Atoms 1-2, force components in eV/Å:
C 0.6 0.1 -0.6
C -1.5 -0.4 0.1

2S+1: 1
LUMO: -1.49 eV
E_tot: -205037.9553 eV
Orbital gap: 7.98 eV
Maximum force: 2.74 eV/A
Charge: 0

=====

Look up the charge of the first one.
+1

=====

Which of these has the highest 2S+1?
C16H54F3O15PtS

=====

Among the records above, which one has the lowest charge?
C16H55Br2N3O21